1.
Density functional theory data (wB97M-V/def2-TZVPD) for a structure of composition C65H51N7O5SW.

Atoms and positions in Å:
W -0.0616 -0.1503 0.2083
C 3.2176 4.7545 8.2521
O 2.1329 5.0101 7.3736
C 1.8992 4.0705 6.4225
C 0.8427 4.3205 5.5460
C 0.5589 3.4166 4.5421
C 1.3034 2.2425 4.3862
C 2.3400 2.0111 5.2647
C 2.6452 2.9106 6.2876
C 1.0115 1.3278 3.1942
C -0.4378 0.9640 3.1175
C -2.4729 -0.0247 4.3032
C -3.1601 -0.4633 3.2529
C -2.8181 -0.5177 1.8359
N -1.7649 0.1073 1.2974
C -3.5706 -1.2490 0.9439
C -3.1166 -1.4134 -0.3702
C -3.8996 -2.0791 -1.3767
C -3.2025 -2.0124 -2.5311
C -1.9913 -1.3109 -2.2323
C -1.0291 -1.0050 -3.1689
C -1.2958 -1.3942 -4.5880
C -2.0053 -0.5346 -5.4161
C -2.2269 -0.8406 -6.7557
C -1.7235 -2.0295 -7.2756
O -1.8746 -2.4112 -8.5695
C -2.2669 -1.4082 -9.4918
C -1.0347 -2.9085 -6.4514
C -0.8270 -2.5908 -5.1210
C 0.0881 -0.2144 -2.9307
N 0.3879 0.5188 -1.7806
C 1.3730 1.4299 -2.2046
C 1.8616 2.5154 -1.5253
C 2.5883 3.5669 -2.2934
C 3.9054 3.9271 -2.0025
C 4.5748 4.8734 -2.7535
C 3.9376 5.4943 -3.8210
O 4.6716 6.3902 -4.5226
C 4.1295 6.8274 -5.7597
C 2.6151 5.1796 -4.1112
C 1.9595 4.2185 -3.3492
C 1.7531 2.6577 -0.1484
C 2.4631 3.5741 0.6435
C 2.3069 3.1577 1.9440
C 1.4698 2.0273 1.9253
N 1.1018 1.7431 0.6533
C 1.7734 1.1216 -3.5438
C 1.0025 0.1063 -3.9761
N -1.9294 -0.9816 -0.9103
C -4.9382 -1.7387 1.3031
C -6.0501 -0.9549 1.0173
C -7.3420 -1.3782 1.3306
C -7.5239 -2.6122 1.9462
O -8.7356 -3.1156 2.2866
C -9.8690 -2.3571 1.8955
C -6.4209 -3.4034 2.2504
C -5.1474 -2.9679 1.9300
H 3.2897 5.6124 8.9105
H 4.1553 4.6440 7.7037
H 3.0429 3.8556 8.8478
H 0.2738 5.2352 5.6636
H -0.2495 3.6289 3.8458
H 2.9442 1.1158 5.1573
H 3.4619 2.6907 6.9622
H -2.9396 -0.1630 5.2768
H -4.1171 -0.9186 3.4671
H -4.8600 -2.5413 -1.2011
H -3.4775 -2.3933 -3.5058
H -2.3914 0.3951 -5.0067
H -2.7903 -0.1564 -7.3754
H -2.1050 -1.8190 -10.4812
H -1.6679 -0.5044 -9.3705
H -3.3234 -1.1542 -9.3814
H -0.6675 -3.8362 -6.8739
H -0.2780 -3.2794 -4.4843
H 4.4331 3.4253 -1.1993
H 5.6043 5.1356 -2.5392
H 4.9058 7.4067 -6.2464
H 3.2535 7.4616 -5.6123
H 3.8568 5.9786 -6.3913
H 2.0886 5.6686 -4.9194
H 0.9286 3.9773 -3.5760
H 3.0291 4.4241 0.2946
H 2.7463 3.6069 2.8213
H 2.5801 1.6125 -4.0686
H 1.0262 -0.3767 -4.9418
H -5.9060 0.0098 0.5402
H -8.1851 -0.7409 1.0930
H -10.7384 -2.9364 2.1845
H -9.8847 -2.1966 0.8162
H -9.8984 -1.3896 2.4028
H -6.5852 -4.3599 2.7360
H -4.2924 -3.5936 2.1691
C 3.0109 -0.5853 0.3000
N 1.7729 -0.6539 1.0852
C 1.8909 -0.9229 2.4243
C 1.4894 -0.1105 3.4176
C 1.0129 -0.6755 4.7037
C -0.1826 -0.3121 5.1725
C -1.1264 0.6177 4.3921
N -0.7604 0.6838 1.9296
C 3.6133 -1.8584 -0.2544
C 4.0091 -2.9105 0.5686
C 4.6003 -4.0491 0.0319
C 4.8231 -4.1423 -1.3359
C 4.4496 -3.0883 -2.1627
C 3.8477 -1.9613 -1.6226
H 3.7659 -0.0927 0.9175
H 2.8306 0.0854 -0.5357
H 2.2667 -1.9078 2.7245
H 1.6233 -1.3971 5.2430
H -0.5572 -0.6761 6.1248
H -1.2424 1.5394 4.9726
H 3.8612 -2.8466 1.6429
H 4.8979 -4.8596 0.6894
H 5.2796 -5.0301 -1.7553
H 4.6312 -3.1436 -3.2308
H 3.5295 -1.1521 -2.2756
O -0.5354 -1.9099 1.4968
N 0.1125 -3.0601 1.4244
C 0.1527 -3.7780 2.5708
C 0.7336 -5.0099 2.6122
C 1.2964 -5.5175 1.4331
C 1.2629 -4.7622 0.2927
C 0.6674 -3.4820 0.2710
S 0.6209 -2.5016 -1.1063
H -0.3110 -3.2858 3.4140
H 0.7462 -5.5633 3.5405
H 1.7702 -6.4935 1.4241
H 1.7062 -5.1093 -0.6306

Results
Kohn-Sham gap (spin up / spin down): 3.95 / 3.93 eV
lowest unoccupied orbital energy (spin up / spin down): -1.176 / -1.196 eV
spin multiplicity: 1

=====

2.
Density functional theory data (wB97M-V/def2-TZVPD) for a structure of composition C23H44BrCoN3OPS2Si.

Atoms and positions in Å:
Co -0.4719 0.6957 -1.6552
C 3.6662 1.7233 -4.6671
S 2.0356 2.2097 -5.2602
C 1.0123 1.9113 -3.9019
S 1.6018 1.1978 -2.4308
N -0.2225 2.3158 -4.0904
N -1.0110 1.9688 -3.0454
C -2.1505 2.5189 -2.9136
C -2.9596 2.0464 -1.7837
C -4.3008 2.3512 -1.6374
C -4.9954 1.8245 -0.5581
C -4.3260 1.0067 0.3362
C -2.9845 0.7425 0.1127
N -2.3110 1.2541 -0.9151
H 4.3439 1.9483 -5.4886
H 3.6948 0.6609 -4.4411
H 3.9426 2.3064 -3.7931
H -2.4897 3.2887 -3.6002
H -4.7846 2.9839 -2.3701
H -6.0464 2.0445 -0.4202
H -4.8261 0.5778 1.1935
H -2.4215 0.0982 0.7749
C 2.0074 1.9784 3.6479
C 1.4738 1.5559 2.2662
C 0.1077 2.2268 2.0430
C 2.4183 2.1161 1.1974
Si 1.3619 -0.3504 2.2083
Br 0.2328 -0.7620 0.1316
C 2.9677 -1.3350 1.8810
C 3.9033 -1.2267 3.1006
C 2.6772 -2.8241 1.6257
C 3.7251 -0.8102 0.6476
C 0.1240 -1.1416 3.4359
C 0.7510 -1.1889 4.8444
C -0.2595 -2.5798 3.0400
C -1.1763 -0.3296 3.5270
H 2.1107 3.0687 3.6686
H 2.9900 1.5546 3.8650
H 1.3297 1.7007 4.4582
H 0.2666 3.3086 1.9804
H -0.5920 2.0519 2.8534
H -0.3591 1.9111 1.1062
H 2.3178 3.2068 1.1899
H 2.1831 1.7603 0.1978
H 3.4603 1.8941 1.4094
H 3.4696 -1.6535 4.0049
H 4.1942 -0.1958 3.3144
H 4.8210 -1.7850 2.8854
H 2.3723 -3.3443 2.5308
H 3.6022 -3.2975 1.2810
H 1.9181 -2.9850 0.8572
H 4.2030 0.1457 0.8301
H 3.0890 -0.7181 -0.2361
H 4.5200 -1.5246 0.4091
H 1.6409 -1.8179 4.8830
H 0.0201 -1.6200 5.5379
H 1.0159 -0.2002 5.2231
H 0.5541 -3.2820 3.1941
H -0.5923 -2.6624 2.0032
H -1.0865 -2.9023 3.6821
H -1.0390 0.5984 4.0798
H -1.9188 -0.9224 4.0721
H -1.5919 -0.0891 2.5457
C -3.4855 -2.2891 -2.5640
P -2.2567 -1.5422 -3.6333
C -3.1428 -0.4292 -4.7216
C -1.6068 -2.8478 -4.6634
O -1.1715 -0.8604 -2.8567
H -4.2146 -2.8677 -3.1326
H -4.0006 -1.5010 -2.0103
H -2.9738 -2.9419 -1.8560
H -3.8945 -0.9676 -5.3013
H -2.4286 0.0456 -5.3964
H -3.6324 0.3398 -4.1225
H -2.4161 -3.3581 -5.1884
H -1.0739 -3.5608 -4.0338
H -0.9108 -2.4246 -5.3880

Results
net charge: +1
Kohn-Sham gap (spin up / spin down): 7.23 / 7.27 eV
lowest unoccupied orbital energy (spin up / spin down): -3.426 / -3.409 eV
spin multiplicity: 2

=====

3.
Density functional theory data (wB97M-V/def2-TZVPD) for a cluster of 2 separate species, CH3NO2 in total.

Atoms and positions in Å:
C 0.3322 0.0553 0.0089
N -0.8659 1.7334 0.2007
O -0.4934 3.8917 0.3333
O -0.0521 2.7014 0.2275
H -0.3292 0.0526 -0.8059
H 1.3320 0.2883 -0.0206
H -0.0406 -0.4395 0.9331

Results
Kohn-Sham gap (spin up / spin down): 9.53 / 9.53 eV
lowest unoccupied orbital energy (spin up / spin down): -0.663 / -0.662 eV
spin multiplicity: 1

=====

4.
Density functional theory data (wB97M-V/def2-TZVPD) for a cluster of 8 separate species, C53H128N8O10 in total.

Atoms and positions in Å:
C -4.2918 -3.0509 0.9942
O -5.3701 -3.9318 1.2353
C -4.9348 -5.2684 1.4058
C -6.2244 -5.9918 1.7211
N -6.9314 -5.4250 2.8964
H -6.4151 -5.5807 3.7761
H -6.9459 -4.3872 2.7377
C -8.3226 -5.9086 3.0450
C -9.3101 -4.8063 3.5306
O -9.1099 -3.7631 2.7212
C -9.9770 -2.6642 2.9791
H -3.6273 -3.0452 1.8771
H -4.7721 -2.1240 0.7109
H -3.6613 -3.4701 0.1521
H -4.1447 -5.2867 2.1348
H -4.5040 -5.6389 0.4682
H -6.1265 -7.0547 1.8446
H -6.8955 -5.8189 0.9092
H -8.3610 -6.7812 3.6847
H -8.6673 -6.1506 2.0196
H -9.0684 -4.5689 4.6302
H -10.3386 -5.2093 3.5554
H -9.3592 -1.7310 2.9757
H -10.3871 -2.7235 3.9654
H -10.7812 -2.6413 2.2598
C -3.0734 -6.3808 -12.7064
O -3.3618 -5.2728 -11.8242
C -3.4880 -3.9888 -12.3836
C -3.3782 -2.9616 -11.2603
N -3.5997 -3.6882 -9.9877
H -4.5806 -3.7426 -9.8487
H -3.2048 -4.6524 -10.0119
C -2.9361 -3.0699 -8.8176
C -3.3836 -3.8063 -7.5387
O -2.7777 -3.0234 -6.5475
C -3.6004 -2.8126 -5.3799
H -3.4415 -7.2902 -12.2583
H -1.9844 -6.3721 -12.9814
H -3.6298 -6.2396 -13.6214
H -4.5513 -3.8842 -12.7973
H -2.7770 -3.8153 -13.1527
H -4.1732 -2.2353 -11.3771
H -2.4146 -2.4689 -11.2306
H -3.2600 -2.0385 -8.7819
H -1.8715 -3.2318 -8.9591
H -3.0832 -4.8641 -7.5813
H -4.4807 -3.8870 -7.4194
H -3.0248 -2.2127 -4.6558
H -3.8238 -3.7715 -4.8751
H -4.5252 -2.2717 -5.5811
C -5.4880 4.4743 0.0039
O -5.0901 5.8330 -0.2322
C -5.8176 6.3708 -1.3452
C -5.4868 7.8539 -1.3723
N -5.8137 8.3765 0.0068
H -6.8152 8.4051 0.0723
H -5.5271 7.6962 0.7479
C -5.1742 9.7142 0.2641
C -5.3384 10.0036 1.7898
O -4.8210 8.7882 2.4602
C -4.2521 9.1064 3.7166
H -6.5416 4.3803 -0.1972
H -5.2643 4.2783 1.0889
H -4.9024 3.7234 -0.5271
H -6.8773 6.3521 -1.1603
H -5.6457 5.8850 -2.3408
H -6.1340 8.3812 -2.0867
H -4.4883 8.1225 -1.5840
H -5.6204 10.4142 -0.4297
H -4.1218 9.5746 -0.0206
H -6.4520 10.0435 2.0075
H -4.8852 10.9215 2.1198
H -4.0899 8.1577 4.1989
H -4.9602 9.6703 4.3042
H -3.3114 9.6302 3.5483
C 1.7289 1.6083 4.8833
C 1.1683 0.4329 5.6365
N 1.4302 0.4592 7.1307
C 2.9151 0.2799 7.4390
C 0.9949 1.8052 7.8249
C 1.0275 1.8898 9.3669
C 0.6292 -0.6448 7.8491
C 0.4899 -1.9981 7.0169
O 1.7387 -2.4941 6.5245
C 1.5990 -3.9048 6.2809
H 1.1964 2.5196 5.2392
H 1.5089 1.4986 3.7874
H 2.8305 1.6636 4.9821
H 1.6355 -0.4969 5.3407
H 0.1196 0.4026 5.4680
H 3.4987 1.0378 6.9744
H 3.1604 -0.6853 6.9943
H 3.0890 0.2708 8.5195
H 0.0288 2.0337 7.4134
H 1.7217 2.4718 7.3253
H 0.5487 2.7979 9.7313
H 1.9690 1.7304 9.8707
H 0.3441 1.0954 9.7897
H -0.3598 -0.2240 8.0307
H 1.0688 -0.8112 8.8023
H -0.1265 -1.8801 6.0989
H 0.0373 -2.7622 7.6850
H 2.4959 -4.2684 5.8038
H 0.6923 -4.1280 5.7196
H 1.5676 -4.3379 7.2667
C 2.4381 2.8614 -1.8974
C 1.3869 3.5264 -1.1543
C 1.5922 5.0130 -0.8394
C 2.8708 5.3845 -0.1124
N 2.8030 6.7612 0.4806
C 4.1550 7.2295 0.9701
C 4.1612 8.7575 0.6454
C 2.8521 9.1177 -0.0472
C 2.4360 7.7545 -0.5990
C 1.7955 6.8053 1.5978
H 2.4999 3.2415 -2.9204
H 2.3734 1.7915 -1.9192
H 3.4037 2.9706 -1.3732
H 1.3096 3.0491 -0.1883
H 0.4237 3.3943 -1.7085
H 0.7025 5.3702 -0.3185
H 1.5710 5.5674 -1.7666
H 3.7580 5.4136 -0.7190
H 3.0020 4.6502 0.6790
H 4.2085 6.9782 2.0545
H 4.9071 6.6674 0.4454
H 4.3545 9.3781 1.5371
H 5.0645 8.9076 0.0733
H 2.0482 9.5466 0.5975
H 3.0779 9.8246 -0.7888
H 1.3609 7.6774 -0.7572
H 3.0205 7.6064 -1.4806
H 1.8807 7.7429 2.1910
H 1.9403 5.9075 2.1683
H 0.8041 6.7293 1.1652
C -2.2182 -6.5135 -1.5893
C -1.0737 -7.1964 -2.3977
C 0.2466 -7.2929 -1.6375
C 1.0309 -5.9859 -1.5997
N 2.3440 -6.0776 -0.8117
C 3.0578 -4.7456 -0.7219
C 2.2992 -4.0149 0.3886
C 1.9922 -5.1704 1.4093
C 2.2309 -6.4885 0.6372
C 3.2374 -7.0623 -1.6080
H -3.1526 -6.4219 -2.1470
H -2.0418 -5.4456 -1.3415
H -2.3945 -7.0840 -0.7087
H -1.0610 -6.6072 -3.3025
H -1.3645 -8.2207 -2.6585
H 0.8305 -8.0735 -2.1639
H 0.0672 -7.6995 -0.6402
H 0.4549 -5.1513 -1.1456
H 1.2964 -5.5964 -2.5648
H 4.0478 -4.9331 -0.3422
H 3.1206 -4.3397 -1.7234
H 3.0140 -3.3232 0.7923
H 1.4992 -3.3823 -0.0274
H 2.6667 -5.2118 2.2267
H 0.9767 -5.1350 1.8146
H 3.1449 -6.9234 0.9321
H 1.4204 -7.1572 0.6916
H 4.2149 -6.7774 -1.2708
H 3.0767 -6.8529 -2.6462
H 2.9188 -8.0812 -1.4234
C 6.4408 0.5303 3.6181
C 6.2949 0.7836 2.1142
C 7.5101 0.5012 1.2063
C 7.0330 0.7396 -0.2133
N 8.0684 0.4414 -1.3662
C 9.0897 1.5851 -1.4744
C 9.6510 1.4616 -2.8826
C 8.5447 0.8421 -3.6952
C 7.4306 0.4532 -2.7018
C 8.7328 -0.8213 -1.0528
H 7.0713 1.2256 4.1623
H 6.7265 -0.5207 3.7897
H 5.4482 0.5923 4.0174
H 5.8703 1.7632 1.8311
H 5.5292 0.0390 1.8019
H 8.0453 -0.4718 1.4077
H 8.2189 1.2832 1.3619
H 6.6246 1.7332 -0.4848
H 6.1293 0.1233 -0.4327
H 9.8594 1.4064 -0.7931
H 8.5924 2.5290 -1.2115
H 10.6231 0.9893 -2.9675
H 9.6873 2.4166 -3.3573
H 8.8068 -0.1058 -4.1846
H 8.0912 1.5377 -4.4452
H 6.9569 -0.5252 -2.7989
H 6.6077 1.2350 -2.6334
H 9.3923 -0.6966 -0.2232
H 9.4074 -1.1177 -1.8826
H 7.9813 -1.5555 -0.8062
N 1.6394 -0.4321 0.3746
O 0.6372 -0.7334 0.9046
O 2.3285 0.5102 0.7768
O 1.9679 -0.9161 -0.6745

Results
net charge: +6
Kohn-Sham gap: 7.56 eV
lowest unoccupied orbital energy: -8.696 eV
spin multiplicity: 1

=====

5.
Density functional theory data (wB97M-V/def2-TZVPD) for the molecule C6H13NO.

Atoms and positions in Å:
H -2.1408 1.6091 -1.6018
N -2.4610 1.5323 -0.6356
C -2.0247 0.5407 -0.0058
C -1.0939 -0.5272 -0.4855
C 0.1402 -0.7221 0.4318
C 1.1047 -1.7074 -0.2299
O -0.2520 -1.3332 1.6481
C 0.8264 0.6161 0.7582
C 1.3197 1.4083 -0.4439
H -2.3780 0.4403 1.0188
H -0.7657 -0.3021 -1.5024
H -1.6361 -1.4772 -0.4967
H 1.9767 -1.8383 0.4036
H 1.4179 -1.3539 -1.2049
H 0.6169 -2.6702 -0.3420
H -0.7715 -0.7098 2.1675
H 0.1140 1.2378 1.3136
H 1.6676 0.4074 1.4216
H 2.0796 0.8580 -0.9927
H 1.7577 2.3441 -0.1023
H 0.5022 1.6472 -1.1196

Results
structure (SMILES): [H]/N=C\C[C@](C)(O)CC
Kohn-Sham gap: 10.74 eV
lowest unoccupied orbital energy: 0.950 eV
spin multiplicity: 1

=====

6.
Density functional theory data (wB97M-V/def2-TZVPD) for a structure of composition C7H10CaN2O3.

Atoms and positions in Å:
C -0.4914 1.1161 -2.0836
C 0.9028 1.1718 -1.7895
C 1.0939 2.1033 -0.7289
C -0.1831 2.6197 -0.3645
C -1.1610 2.0146 -1.2059
Ca -0.1425 -0.1465 0.5889
N -1.5272 -1.6611 -0.1095
C -0.3817 -2.4923 -0.5605
C 0.9836 -1.9224 -0.4252
H 2.0500 2.4053 -0.3034
H 1.6887 0.6342 -2.3149
H -0.3739 3.4036 0.3708
H -2.2199 2.2727 -1.2369
H -0.9564 0.5565 -2.8938
H 1.3122 -1.3836 -1.3323
H -0.3612 -3.4071 0.0771
H -2.3930 -2.1874 -0.2006
H 1.6904 -2.6146 0.0080
H -0.5511 -2.8879 -1.5939
O -0.1355 0.8403 4.3509
N 0.2402 0.0989 3.4395
O -0.2067 -1.0882 3.2199
O 1.1228 0.5540 2.5710

Results
net charge: -2
Kohn-Sham gap: 5.12 eV
lowest unoccupied orbital energy: 6.139 eV
spin multiplicity: 1

=====

| no. | energy (eV) |
| --- | --- |
| 1 | -101556.084 |
| 2 | -177588.171 |
| 3 | -6662.039 |
| 4 | -89368.331 |
| 5 | -9970.133 |
| 6 | -34977.985 |